Entry 1:
58
Properties=species:S:1:pos:R:3 method="wB97M-V/def2-TZVPD" total_charge=+1 fmax_ev_per_a=1.6 gap_ev=8.4 homo_energy_ha=-0.4538 lumo_ev=-4.00
C 2.3384 -1.8808 -2.3070
C 1.4338 -1.2312 -1.8599
C 0.3649 -0.4397 -1.2366
C 0.9075 0.3286 0.0159
C 2.2395 0.8676 -0.2731
N 2.3560 2.1433 -0.1412
B 3.6792 2.8320 -0.5131
O 3.5719 4.0639 -1.0542
O 4.8276 2.1322 -0.3496
C 5.5687 2.3706 0.9068
C 5.4367 1.2060 1.8771
C 1.0914 2.7693 0.2978
O 0.6324 3.5624 -0.7638
C 1.4122 3.8363 1.4106
F 2.4948 3.4521 2.1041
F 0.3988 3.9740 2.2480
F 1.6996 5.0038 0.8857
C 0.0902 1.5465 0.6101
C -1.2829 1.7690 -0.0840
Br -2.0791 3.4483 0.4840
C -2.3317 0.6118 0.0477
C -3.2147 0.6065 -1.1950
Br -3.5158 0.8595 1.5860
P -0.1981 1.1342 2.4861
O -0.6688 -0.4012 2.2202
Br 1.9020 0.6314 3.0695
H 3.1222 -2.5165 -2.6649
H -0.4137 -1.1321 -0.9213
H -0.0509 0.2611 -1.9631
H 1.0512 -0.4696 0.7485
H 3.0961 0.2957 -0.6132
H 4.3018 4.2480 -1.6616
H 5.2081 3.3044 1.3393
H 6.5992 2.5013 0.5879
H 5.2229 1.5668 2.8819
H 4.6164 0.5530 1.5803
H 6.3427 0.6033 1.8800
H 0.6086 3.0458 -1.5788
H -1.1471 1.9133 -1.1541
H -1.8668 -0.3490 0.2070
H -2.6063 0.4425 -2.0880
H -3.6847 1.5884 -1.3013
H -3.9999 -0.1403 -1.1160
H -1.5561 -0.5415 2.5904
C -5.9300 -4.3434 -0.7837
C -4.9569 -4.5554 0.3527
O -3.6325 -4.8789 -0.1447
C -2.8832 -3.8739 -0.5281
O -3.1582 -2.7037 -0.5091
C -1.5089 -4.4018 -0.9941
F -1.6299 -5.4624 -1.7833
F -0.7724 -4.7340 0.0731
F -0.8619 -3.4462 -1.6640
H -5.9501 -5.2157 -1.4363
H -6.9304 -4.1827 -0.3848
H -5.6545 -3.4764 -1.3834
H -5.2380 -5.4128 0.9581
H -4.8911 -3.6838 1.0023

Entry 2:
45
Properties=species:S:1:pos:R:3 method="wB97M-V/def2-TZVPD" smiles=C#CCB(CCN)c1ccccc1.CC#N.CC#N.CC#N total_charge=0 fmax_ev_per_a=9.9 gap_ev=8.0 homo_energy_ha=-0.3024 lumo_ev=-0.26 relative_energy_kj_mol=1295.7
C 1.1697 -4.8345 1.4797
C 0.8985 -4.1707 0.2464
C 0.6167 -3.1745 -1.0633
B 0.9944 -1.6059 -0.6101
C 2.5670 -1.1460 -0.7438
C 2.9167 0.3317 -0.1260
N 3.0643 0.1873 1.3749
C -0.2592 -0.6873 -0.0737
C -1.2109 -1.3777 1.1159
C -2.5411 -0.6580 1.7610
C -2.9387 0.8325 1.1639
C -2.0236 1.5734 0.0132
C -0.6809 0.8049 -0.6180
H 1.3667 -5.0646 2.6345
H 1.2529 -3.4742 -1.9989
H -0.5505 -3.2094 -1.2740
H 2.9535 -1.2483 -1.8492
H 3.1975 -1.9300 -0.1008
H 2.2120 1.1987 -0.4734
H 4.0025 0.6133 -0.5348
H 2.8841 1.1384 1.7853
H 4.0741 -0.0467 1.6143
H -0.9428 -2.4569 1.5501
H -3.1907 -1.2048 2.5736
H -3.9047 1.3372 1.5974
H -2.3839 2.6355 -0.3452
H -0.0352 1.3374 -1.4591
C 6.5453 -3.2623 1.0447
C 6.0874 -1.8665 1.1460
N 5.7256 -0.7637 1.2261
H 7.4713 -3.4260 1.6060
H 5.8006 -3.9620 1.4385
H 6.7415 -3.5493 0.0063
C -7.3208 2.5309 0.3447
C -6.6613 2.9763 1.5836
N -6.1401 3.3283 2.5624
H -7.5906 3.3766 -0.2965
H -6.6735 1.8723 -0.2439
H -8.2419 1.9766 0.5536
C -1.0895 4.3454 -3.0964
C -2.4705 3.8347 -3.1133
N -3.5616 3.4312 -3.1266
H -0.4316 3.7130 -2.4910
H -0.6611 4.3868 -4.1034
H -1.0374 5.3573 -2.6810

Entry 3:
54
Properties=species:S:1:pos:R:3 method="wB97M-V/def2-TZVPD" total_charge=+1 fmax_ev_per_a=0.6 gap_ev=8.0 homo_energy_ha=-0.3786 lumo_ev=-2.32 relative_energy_kj_mol=55.1
Cd -0.2602 1.3862 -0.1829
O -0.1054 2.8577 -1.7925
N -1.2132 3.2235 -2.3207
N -2.2325 2.5582 -1.9605
O -2.2287 1.5722 -1.0893
C -3.5105 2.9332 -2.5242
C -3.5674 3.6315 -3.7201
C -4.8080 3.9924 -4.2196
C -5.9693 3.6488 -3.5391
C -5.8892 2.9358 -2.3523
C -4.6541 2.5693 -1.8370
H -2.6565 3.8904 -4.2393
H -4.8669 4.5402 -5.1505
H -6.9343 3.9303 -3.9396
H -6.7914 2.6596 -1.8223
H -4.5689 1.9987 -0.9239
N 2.0531 0.8555 -0.6369
C 2.1705 -0.5940 -0.3420
C 3.4929 -1.2141 -0.8075
C 4.0779 -2.3358 0.0743
C 3.8276 -3.7639 -0.4161
N 2.4290 -4.0548 -0.7155
C 1.5365 -4.5559 0.1206
N 0.2398 -4.5222 -0.2117
N 1.9000 -5.1208 1.2828
C 0.8685 -1.2398 -0.8890
O 0.9342 -2.0997 -1.7749
O -0.1953 -0.8484 -0.3165
H 2.1234 1.0153 -1.6394
H 2.8045 1.3850 -0.2096
H 2.0855 -0.6927 0.7431
H 4.2296 -0.4092 -0.8365
H 3.3794 -1.5613 -1.8382
H 3.7446 -2.2250 1.1114
H 5.1629 -2.2197 0.0902
H 4.2158 -4.4957 0.2911
H 4.3808 -3.9261 -1.3399
H 2.0324 -3.5194 -1.5003
H -0.0517 -3.8599 -0.9239
H -0.4559 -4.7910 0.4628
H 2.8654 -5.3184 1.4693
H 1.2187 -5.6118 1.8342
O -0.2800 1.2208 6.3114
C -0.1374 1.3333 4.9838
C 1.0062 0.9347 4.2937
C 1.0295 1.0998 2.9294
N 0.0245 1.6276 2.2186
C -1.0485 2.0228 2.9106
Br -2.4221 2.8467 1.9313
C -1.1912 1.8929 4.2744
H 0.5139 0.8522 6.7169
H 1.8619 0.5187 4.8096
H 1.9094 0.8146 2.3666
H -2.0799 2.2318 4.7857

Entry 4:
53
Properties=species:S:1:pos:R:3 method="wB97M-V/def2-TZVPD" total_charge=-2 fmax_ev_per_a=3.0 gap_ev=4.7 homo_energy_ha=-0.0420 lumo_ev=3.51 relative_energy_kj_mol=3.1
Cd 0.3728 0.7223 0.2563
C -3.8566 -1.3393 0.7907
C -2.3430 -1.0784 0.7687
N -1.8616 0.0546 1.1546
N -2.7945 1.0311 1.4380
C -2.5231 2.0700 2.2439
N -3.4778 3.0557 2.3606
S -0.9808 2.2097 2.9711
C -1.3876 -2.1311 0.4440
C -1.7929 -3.5142 0.3243
C -0.8537 -4.4951 0.0402
C 0.4502 -4.1065 -0.3313
C 0.7665 -2.7558 -0.1817
N -0.0864 -1.8338 0.3222
H -4.3212 -0.5353 0.1476
H -4.1101 -1.2184 1.8657
H -4.1191 -2.3518 0.4469
H -3.6899 1.0894 0.9374
H -4.0477 3.3464 1.5941
H -3.3329 3.8024 3.0222
H -2.7699 -3.8113 0.6355
H -1.0964 -5.5354 0.1042
H 1.1955 -4.7775 -0.7209
H 1.7632 -2.4027 -0.3605
Se -3.8131 4.6559 -0.7087
Sb -2.0078 3.2556 -1.7007
Se -3.1235 1.0793 -1.9691
Se -0.0251 3.2769 -0.2288
Se -1.2640 4.0883 -3.9106
C 1.2339 0.1373 -5.4002
C 0.0376 0.6076 -4.5779
C 0.3192 0.4656 -3.1705
N 0.5945 0.2123 -2.0702
H 1.5346 1.0209 -5.9847
H 0.9946 -0.7033 -6.0756
H 2.1131 -0.0367 -4.7668
H -0.8726 0.0104 -4.7959
H -0.1900 1.7004 -4.7685
C 1.5012 -0.5153 3.6692
C 2.5890 -0.0458 2.7673
C 3.9367 0.0537 3.1980
C 4.6363 0.6107 2.1550
C 3.7507 0.7475 1.0755
C 4.1270 1.1510 -0.3082
N 2.4704 0.3316 1.4477
H 1.8502 -1.4517 4.1216
H 0.6254 -0.6717 3.0135
H 1.2637 0.1968 4.4623
H 4.3231 -0.3490 4.1735
H 5.6129 1.0142 2.0256
H 4.1009 2.2600 -0.4251
H 3.4573 0.6084 -1.0632
H 5.1209 0.7943 -0.4582

Entry 5:
59
Properties=species:S:1:pos:R:3 method="wB97M-V/def2-TZVPD" total_charge=+2 fmax_ev_per_a=1.2 gap_ev=5.9 homo_energy_ha=-0.4813 lumo_ev=-7.22 relative_energy_kj_mol=20.0
Ti -0.3465 -0.8274 -0.6859
C -1.0068 4.1240 1.9937
N -1.2758 2.7473 1.5892
C -2.3806 2.0333 1.9590
C -2.2933 0.8252 1.3344
N -1.1492 0.7970 0.5844
C -0.5490 1.9763 0.7556
P 1.0009 2.5110 -0.0532
C 0.5073 1.9917 -1.7254
N -0.1249 0.8475 -1.9895
C -0.4069 0.8494 -3.3334
C 0.0642 2.0066 -3.8704
N 0.6282 2.7208 -2.8488
C 1.2802 4.0150 -3.0075
C 1.9660 1.0118 0.3213
N 1.5084 -0.2262 0.1526
C 2.5317 -1.0786 0.4808
C 3.6068 -0.3381 0.8628
N 3.2360 0.9756 0.7591
C 4.1201 2.1052 1.0248
H -1.3646 4.2626 3.0104
H -1.5204 4.8161 1.3293
H 0.0631 4.3121 1.9670
H -3.1236 2.4381 2.6236
H -2.9670 -0.0131 1.3841
H -0.9376 0.0451 -3.8187
H 0.0365 2.3829 -4.8778
H 0.6845 4.6287 -3.6784
H 2.2759 3.8744 -3.4235
H 1.3515 4.5084 -2.0416
H 2.4295 -2.1478 0.4169
H 4.5908 -0.6270 1.1869
H 4.7181 1.8815 1.9042
H 3.5261 2.9952 1.2133
H 4.7726 2.2698 0.1693
C -2.5965 -4.8578 2.2505
C -1.7973 -3.6100 2.1367
C -1.2254 -2.7950 3.1032
C -0.6038 -1.7526 2.4237
N -0.7684 -1.9203 1.0896
N -1.5015 -3.0591 0.9597
C 0.1186 -0.6225 3.0729
H -2.6482 -5.1733 3.2887
H -2.1482 -5.6608 1.6657
H -3.6124 -4.6977 1.8862
H -1.2493 -2.9463 4.1679
H -1.7740 -3.4119 0.0461
H 0.5592 -0.9723 4.0047
H -0.5787 0.1795 3.3223
H 0.9090 -0.2169 2.4500
Cl 2.9644 -0.3791 -2.9775
Ge 1.9946 -1.8084 -4.4248
Cl 3.3685 -3.4543 -4.2026
Cl 0.3587 -2.6863 -1.6286
Se -1.9720 -2.2744 -5.2475
Sb -2.8727 -2.7489 -3.1476
Se -2.7393 -4.9261 -1.9234
Se -4.9202 -4.0165 -2.5305
Se -2.7170 -0.8833 -1.4541

Entry 6:
55
Properties=species:S:1:pos:R:3 method="wB97M-V/def2-TZVPD" smiles="CCCNN1C(=O)c2cc(N)cc(CC(=O)O)c2C1=O.ClCCl.ClCCl.ClCCl.ClCCl" total_charge=0 fmax_ev_per_a=1.1 gap_ev=8.5 homo_energy_ha=-0.3111 lumo_ev=0.01
C -0.7710 -3.1831 -1.4992
C 0.4836 -2.9814 -2.3458
C 1.0669 -1.5693 -2.2252
N 0.5726 -0.6597 -3.2926
N -0.0539 0.5026 -2.7653
C 0.7429 1.5087 -2.1763
O 1.6338 2.1314 -2.6825
C 0.2074 1.6367 -0.7763
C 0.7276 2.2871 0.3195
C 0.0152 2.2038 1.5106
N 0.4575 2.8463 2.6738
C -1.1752 1.4661 1.6123
C -1.6979 0.8163 0.5033
C -2.9682 0.0039 0.5601
C -4.1453 0.5882 -0.1971
O -5.2400 0.0968 -0.0759
O -3.9230 1.6375 -1.0125
C -0.9816 0.9248 -0.6802
C -1.2579 0.3455 -2.0265
O -2.2724 -0.1333 -2.4640
H -0.6056 -2.9308 -0.4486
H -1.6196 -2.5973 -1.8635
H -1.0882 -4.2271 -1.5523
H 1.2541 -3.6770 -2.0037
H 0.2598 -3.2273 -3.3899
H 2.1550 -1.6059 -2.3172
H 0.8534 -1.1938 -1.2196
H -0.1701 -1.1515 -3.7794
H 1.6626 2.8285 0.2430
H 0.2512 2.2842 3.4893
H 1.4576 2.9993 2.6390
H -1.6868 1.4131 2.5636
H -2.7680 -0.9686 0.1052
H -3.3100 -0.1323 1.5847
H -4.5402 1.5296 -1.7491
Cl -0.5488 6.4586 3.4487
C -0.4393 6.7213 1.7021
Cl -0.2127 5.2110 0.8163
H -1.3581 7.1859 1.3653
H 0.4062 7.3693 1.5048
Cl 1.4794 -2.8876 3.0435
C 0.1792 -1.9506 3.7876
Cl -0.8078 -1.1208 2.5701
H -0.4516 -2.6217 4.3585
H 0.6205 -1.2020 4.4352
Cl 3.3592 0.7122 2.8794
C 4.5504 1.9864 3.1755
Cl 3.7868 3.5482 3.5167
H 5.1543 1.7056 4.0297
H 5.1676 2.0923 2.2916
Cl 0.2140 -6.9762 -2.2586
C 1.2328 -6.6881 -3.6734
Cl 0.7059 -5.2785 -4.6019
H 2.2490 -6.5176 -3.3384
H 1.1865 -7.5599 -4.3147

Entry 7:
50
Properties=species:S:1:pos:R:3 method="wB97M-V/def2-TZVPD" smiles="CC[C@@H](Cl)C(=O)O[C@](CN)(CON=O)OC(=O)c1ccccc1.CC(C)=O" total_charge=0 fmax_ev_per_a=4.6 gap_ev=8.9 homo_energy_ha=-0.3285 lumo_ev=-0.03 relative_energy_kj_mol=0.0
C 1.9821 -2.3449 1.2639
C 1.3199 -2.4058 -0.1947
C -0.2935 -2.1635 -0.1984
Cl -1.0750 -2.3587 1.4400
C -0.6320 -0.7443 -0.9220
O -1.4927 -0.7858 -1.8271
O 0.1433 0.3584 -0.5053
C -0.6055 1.5780 -0.2766
C -2.0802 1.3501 0.3601
N -2.0540 0.7274 1.7110
C -0.6540 2.3692 -1.6658
O 0.6818 2.6190 -2.2419
N 0.9229 1.6297 -3.1488
O 2.1124 1.4531 -3.1650
O 0.1450 2.2702 0.7855
C 0.0931 3.6783 0.6594
O -0.9185 4.4089 0.6748
C 1.5245 4.4292 0.5562
C 2.1223 4.9886 -0.7510
C 3.5399 5.6708 -0.8175
C 4.3395 5.7669 0.5086
C 3.7242 5.2440 1.8469
C 2.3080 4.5687 1.8843
H 2.0110 -1.2654 1.6730
H 1.5510 -3.0954 2.0130
H 3.0961 -2.6410 1.1420
H 1.5410 -3.4649 -0.6061
H 1.8709 -1.6895 -0.9075
H -0.7105 -2.9930 -0.8845
H -2.8078 0.8353 -0.3552
H -2.5006 2.4206 0.5076
H -2.7422 -0.0456 1.7907
H -1.1245 0.3805 1.9771
H -1.3100 3.3117 -1.6589
H -1.1632 1.6636 -2.4315
H 1.5632 4.9345 -1.7409
H 3.9300 6.0306 -1.8390
H 5.3847 6.2367 0.4514
H 4.3775 5.3642 2.7834
H 1.9046 4.1993 2.8941
C -3.1866 -5.1962 -0.8145
C -2.4958 -6.0564 0.2108
C -3.0953 -7.4072 0.4992
O -1.4921 -5.6749 0.7837
H -2.6459 -4.2531 -0.9197
H -3.1955 -5.7044 -1.7811
H -4.2072 -4.9800 -0.4913
H -3.1001 -8.0134 -0.4092
H -4.1118 -7.2889 0.8805
H -2.4943 -7.9155 1.2562

Entry 8:
52
Properties=species:S:1:pos:R:3 method="wB97M-V/def2-TZVPD" total_charge=+1 multiplicity=8 s2=15.76 fmax_ev_per_a=4.1 gap_ev="5.2 / 5.7" homo_energy_ha="-0.2846 / -0.3022" lumo_ev="-2.55 / -2.53"
Eu 0.7940 0.3317 -0.4384
C -3.5995 -0.4895 -3.4532
N -2.1767 -0.5720 -3.2305
C -1.2595 -0.9010 -4.1924
C -0.0526 -0.9125 -3.5410
N -0.2193 -0.6077 -2.2197
C -1.5067 -0.3853 -2.0373
P -2.3330 0.0300 -0.4711
C -1.5050 -0.9990 0.7641
N -0.2133 -1.0703 1.0034
C -0.0409 -1.9710 2.0155
C -1.2510 -2.4747 2.4192
N -2.1732 -1.8532 1.6206
C -3.5965 -2.0781 1.6917
C -1.7227 1.7135 -0.1528
N -0.4975 2.0708 0.1812
C -0.5083 3.4268 0.3464
C -1.7674 3.9259 0.1324
N -2.5322 2.8334 -0.1774
C -3.9510 2.8778 -0.4345
H -3.8208 -0.7239 -4.4979
H -3.9317 0.5268 -3.2291
H -4.0988 -1.2165 -2.8071
H -1.5273 -1.1003 -5.2200
H 0.9267 -1.1304 -3.9459
H 0.9444 -2.2047 2.3951
H -1.5166 -3.1951 3.1789
H -3.8124 -2.8119 2.4730
H -3.9398 -2.4629 0.7282
H -4.0896 -1.1336 1.9353
H 0.3902 3.9648 0.6176
H -2.1641 4.9296 0.1816
H -4.3068 3.9080 -0.3473
H -4.4618 2.2564 0.3059
H -4.1361 2.5127 -1.4474
C 5.8908 -2.0686 0.2937
N 4.9153 -1.1422 0.8431
C 5.1930 -0.4674 2.0723
C 4.2952 0.3841 2.5764
C 3.0326 0.5971 1.8316
N 2.8165 -0.0327 0.7203
C 3.7277 -0.9040 0.1982
O 3.4697 -1.4701 -0.8539
N 2.0593 1.4931 2.3379
H 6.7917 -2.1424 0.9406
H 6.2149 -1.7237 -0.7111
H 5.4433 -3.0816 0.2085
H 6.1254 -0.6379 2.6030
H 4.4909 0.9045 3.5091
H 2.2238 1.9978 3.2212
H 1.1771 1.6504 1.8301
H 1.7896 1.6290 -1.7681

Entry 9:
51
Properties=species:S:1:pos:R:3 method="wB97M-V/def2-TZVPD" total_charge=+3 multiplicity=2 s2=0.78 fmax_ev_per_a=6.3 gap_ev="4.7 / 4.8" homo_energy_ha="-0.6864 / -0.6885" lumo_ev="-13.93 / -13.92"
V 0.0000 0.0000 0.0000
P -2.2557 0.4273 -0.3916
C -2.1200 0.8172 -2.1521
C -0.8411 1.3467 -2.6427
N 0.2493 1.0670 -1.8897
C 1.4745 1.4606 -2.3183
C 1.6458 2.1850 -3.5003
C 0.5151 2.4923 -4.2645
C -0.7468 2.0656 -3.8358
C 2.6501 1.0880 -1.4193
P 2.2514 -0.4171 -0.3344
H -1.6267 2.2823 -4.4226
H 2.6286 2.5003 -3.8191
H 0.6167 3.0489 -5.1848
H 3.5456 0.8909 -2.0088
H 2.8629 1.9360 -0.7680
H -2.2683 -1.2154 -4.0168
H -3.0284 1.0826 -2.6724
H -0.7074 -3.6583 -2.5951
O -2.0471 -2.1625 -4.3330
H -2.7186 -2.4323 -5.0266
H -0.2769 -1.4165 0.4665
O -0.1859 -4.1036 -1.8178
H 0.5634 -3.4855 -1.5769
C 2.7917 -1.8191 -1.4710
H 3.8273 -1.6815 -1.7820
H 2.7098 -2.7767 -0.9556
H 2.1646 -1.8460 -2.3628
C 3.6228 -0.3494 0.9515
H 3.6078 -1.2520 1.5625
H 4.5971 -0.2694 0.4695
H 3.4807 0.5140 1.6023
C -3.0286 1.8924 0.3858
H -3.9987 2.1047 -0.0618
H -3.1706 1.7244 1.4530
H -2.3929 2.7690 0.2642
C -3.4155 -0.9797 -0.2352
H -3.6246 -1.1795 0.8154
H -4.3593 -0.7649 -0.7351
H -2.9922 -1.8862 -0.6669
F -0.5498 -0.2233 2.9529
C -0.3457 1.0993 2.7354
C -0.0755 1.5476 1.4388
C 0.1521 2.9073 1.2033
F 0.4253 3.3480 -0.0477
C 0.0953 3.8135 2.2745
F 0.3139 5.1337 2.0588
C -0.1772 3.3555 3.5720
F -0.2235 4.2305 4.6078
C -0.3969 1.9970 3.8008
F -0.6538 1.5461 5.0544